1.
{
  "formula": "C12H34CoN2O6",
  "method": "wB97M-V/def2-TZVPD",
  "gap_ev": [10.3, 9.6],
  "total_charge": 2,
  "e_lumo_ev": [-5.3, -6.0],
  "mol_weight_g_mol": 361.345,
  "multiplicity": 4,
  "symbols": ["Co", "C", "C", "O", "O", "H", "H", "H", "H", "H", "H", "C", "C", "O", "O", "H", "H", "H", "H", "H", "H", "C", "C", "C", "O", "C", "N", "H", "H", "H", "H", "H", "H", "H", "H", "H", "H", "H", "C", "C", "C", "O", "C", "N", "H", "H", "H", "H", "H", "H", "H", "H", "H", "H", "H"],
  "xyz": [[-10.86843, -2.53560, 9.72242], [-10.45619, -7.09771, 11.53524], [-9.80191, -5.71156, 11.51615], [-10.59128, -4.69657, 10.79819], [-10.69407, -7.45875, 10.20733], [-11.38204, -7.18758, 12.07293], [-9.85076, -7.70433, 12.16806], [-8.76637, -5.69346, 11.24458], [-9.74958, -5.24329, 12.54229], [-11.02043, -5.24587, 10.09592], [-11.40066, -8.08310, 10.16744], [-12.55526, -1.58442, 12.26735], [-13.46453, -2.03535, 11.16109], [-12.76553, -3.08711, 10.40197], [-11.26739, -1.38155, 11.60780], [-12.49491, -2.30108, 12.99733], [-12.96820, -0.62762, 12.61273], [-13.66614, -1.35119, 10.34331], [-14.39958, -2.42584, 11.53897], [-12.52105, -3.85571, 10.98168], [-10.64830, -1.23607, 12.33900], [-6.53086, -1.43884, 10.17108], [-8.00168, -1.16263, 9.78290], [-8.15266, -0.87785, 8.32370], [-7.87739, -2.10183, 7.68062], [-7.13837, -2.04873, 6.43667], [-8.84407, -2.40048, 10.18048], [-5.96638, -0.54772, 9.98910], [-6.07702, -2.16663, 9.53292], [-6.49981, -1.75242, 11.22010], [-8.56683, -0.36570, 10.27417], [-7.43444, -0.05292, 7.93975], [-9.20968, -0.60787, 8.13798], [-6.67539, -3.01540, 6.19405], [-6.29124, -1.36204, 6.70489], [-7.72581, -1.68763, 5.57152], [-8.72567, -2.45504, 11.18951], [-8.57301, -3.27288, 9.74296], [-11.73776, -2.69098, 5.50005], [-11.21253, -2.25684, 6.90083], [-11.98432, -1.07590, 7.30236], [-11.60742, -0.73537, 8.73619], [-12.10852, 0.61218, 9.14974], [-11.25600, -3.39473, 7.86880], [-11.10952, -3.40528, 5.02041], [-11.78080, -1.90815, 4.77287], [-12.78194, -3.01934, 5.61121], [-10.16307, -1.95423, 6.72458], [-13.07320, -1.22082, 7.27083], [-11.66953, -0.32968, 6.57351], [-11.66804, 1.39422, 8.53996], [-11.74012, 0.90154, 10.16968], [-13.23543, 0.55713, 9.06607], [-12.05329, -4.00178, 7.80214], [-10.52059, -3.99667, 7.47285]],
  "atomic_forces_ev_per_a": [[-0.23, 0.70, 0.42], [-0.22, 1.42, 0.28], [-1.00, 1.43, 2.67], [-0.42, -1.46, -1.26], [1.04, 0.46, -0.64], [-0.79, 0.91, 0.40], [1.26, -1.04, -0.24], [0.46, -0.34, -1.07], [-0.26, -0.99, -0.65], [0.41, 0.38, 0.42], [-0.65, -0.79, -0.11], [-0.56, 2.50, -3.12], [0.36, -1.32, -0.92], [0.01, -0.94, 0.89], [-0.08, 0.09, 1.25], [0.29, -1.65, 1.99], [0.40, -0.22, 0.39], [-0.01, 0.62, 0.51], [-0.23, -0.07, 0.11], [-0.48, 0.77, -0.42], [0.17, 0.10, -0.41], [-1.48, 0.75, 0.55], [-0.03, -1.33, 0.40], [0.47, 0.33, -1.36], [-0.23, -1.03, -1.09], [1.07, 1.08, 0.93], [-0.39, 1.27, -0.34], [0.42, 0.68, 0.39], [-0.09, -0.80, -0.34], [0.41, 0.17, -0.21], [0.81, 0.20, 0.54], [-1.21, -1.12, 0.85], [0.46, 0.33, -0.18], [-0.56, 0.12, 0.36], [-0.55, -0.38, -1.02], [0.18, -0.02, 0.53], [0.02, -0.50, -0.19], [0.89, 0.10, 0.06], [-0.83, 0.21, 1.06], [0.01, -1.03, -2.14], [-0.19, 0.82, 1.95], [-0.35, 0.88, -1.20], [-0.33, -0.82, 0.39], [2.10, -0.01, -0.68], [0.34, -1.00, 0.01], [0.08, 1.00, -0.16], [0.37, -0.35, -0.16], [-0.31, -0.41, 0.72], [0.23, 0.08, 0.04], [-0.27, 0.67, 0.52], [-0.22, -0.17, -0.65], [-0.58, -1.03, -0.70], [1.31, 0.47, 0.22], [-1.00, 0.25, -0.19], [-0.04, 0.03, 0.64]]
}



2.
{
  "formula": "C12H34N3O6V2",
  "method": "wB97M-V/def2-TZVPD",
  "gap_ev": [5.4, 6.2],
  "total_charge": 3,
  "de_lowest_kcal_mol": 52.9,
  "e_lumo_ev": [-12.1, -11.4],
  "mol_weight_g_mol": 418.307,
  "multiplicity": 3,
  "symbols": ["O", "V", "O", "V", "O", "H", "C", "C", "C", "O", "C", "N", "H", "H", "H", "H", "H", "H", "H", "H", "H", "H", "H", "C", "C", "C", "O", "C", "N", "H", "H", "H", "H", "H", "H", "H", "H", "H", "H", "H", "C", "C", "C", "O", "C", "N", "H", "H", "H", "H", "H", "H", "H", "H", "H", "H", "H"],
  "xyz": [[1.71356, 2.46529, -1.55997], [0.96148, 1.36887, -2.50709], [-2.04204, -0.72212, -0.53914], [-0.85969, -0.47766, 0.53904], [0.52184, 0.16722, -0.85465], [1.19932, -0.51312, -0.91723], [-0.68578, -4.96300, 0.54626], [-1.10521, -3.49321, 0.62255], [-1.76818, -3.10611, 1.93144], [-2.02061, -1.68974, 1.92862], [-2.60079, -1.30593, 3.19817], [0.04056, -2.58294, 0.35159], [-0.05249, -5.26555, 1.38983], [-0.11774, -5.23009, -0.34607], [-1.55000, -5.62465, 0.60301], [-1.80497, -3.38521, -0.21059], [-1.09919, -3.33375, 2.76626], [-2.68511, -3.68525, 2.03084], [-2.56749, -0.23500, 3.32293], [-2.00780, -1.71724, 4.02307], [-3.58814, -1.75395, 3.27703], [0.45684, -2.91162, -0.52546], [0.77141, -2.95749, 0.97743], [4.63126, -1.10655, -2.33806], [3.83634, 0.19647, -2.18515], [4.70122, 1.38277, -2.55959], [3.89458, 2.51329, -2.71542], [4.63064, 3.72964, -3.01761], [2.62839, 0.10042, -3.07739], [5.18214, -1.17310, -3.27638], [3.99143, -1.99899, -2.27403], [5.31637, -1.33367, -1.51781], [3.52408, 0.30289, -1.14258], [5.23685, 1.14738, -3.49104], [5.45744, 1.55356, -1.78605], [5.22841, 3.58468, -3.91851], [5.25678, 3.92545, -2.14822], [3.87404, 4.47996, -3.21185], [2.24078, -0.83402, -2.93721], [3.02868, 0.09490, -4.02344], [-1.91409, 3.69660, 2.25902], [-2.22717, 2.24943, 1.97821], [-3.60833, 2.02112, 1.34433], [-3.81765, 0.62662, 1.25324], [-5.19002, 0.36025, 0.93994], [-1.17908, 1.64356, 1.06993], [-1.74639, 4.30730, 1.37086], [-1.03444, 3.72745, 2.90832], [-2.72422, 4.14045, 2.83772], [-2.24120, 1.72397, 2.93315], [-3.62035, 2.51301, 0.36377], [-4.38484, 2.43004, 1.99301], [-5.50155, 0.91862, 0.05480], [-5.86066, 0.57758, 1.77170], [-5.25899, -0.69695, 0.68769], [-0.32118, 1.91740, 1.57064], [-1.13908, 2.23068, 0.23613]],
  "atomic_forces_ev_per_a": [[-2.84, -3.08, -3.25], [3.61, 2.38, 4.58], [3.66, 0.94, 2.71], [-4.95, -1.73, -3.68], [0.27, 0.60, -1.33], [0.15, -0.17, 0.25], [0.31, -0.32, 1.03], [-0.75, -0.90, -0.99], [0.80, -0.42, -0.59], [0.70, 0.53, 0.29], [0.34, -0.43, 0.84], [0.84, -0.04, 0.52], [-0.01, 0.21, 0.04], [-0.23, 0.30, -0.21], [-0.09, 0.12, -0.16], [-0.11, 0.50, 0.19], [-0.08, -0.06, 0.10], [-0.19, 0.25, 0.16], [-0.43, 0.08, -0.38], [0.13, -0.13, -0.23], [-0.20, 0.41, -0.15], [-0.49, 0.46, -0.24], [-0.14, 0.74, 0.31], [-0.18, -0.80, 0.40], [1.04, -0.70, 0.71], [0.13, 0.23, -0.34], [-0.33, 0.18, -0.51], [-0.18, -0.90, 0.13], [-0.81, 0.55, 0.36], [-0.02, 0.14, -0.01], [-0.25, 0.24, -0.27], [0.21, 0.70, -0.06], [-0.35, 0.05, -0.14], [0.01, 0.10, -0.04], [0.01, -0.23, 0.05], [0.10, 0.02, 0.06], [0.05, 0.47, -0.17], [0.13, 0.24, 0.22], [0.24, -0.18, -0.30], [-0.55, 0.23, -0.12], [0.23, 0.05, 0.43], [-1.52, -0.28, -0.44], [0.72, -0.28, 0.53], [-0.17, 0.43, -0.18], [0.09, -0.54, -0.44], [1.04, -0.38, 1.05], [-0.04, -0.06, -0.06], [0.07, 0.28, -0.16], [-0.03, 0.03, -0.09], [0.35, -0.23, -0.14], [-0.32, -0.02, -0.10], [0.08, 0.44, -0.07], [-0.01, 0.12, 0.06], [0.12, 0.12, 0.10], [0.00, 0.00, 0.12], [0.08, -0.12, -0.34], [-0.21, -0.12, -0.04]]
}



3.
{
  "formula": "C12H34O5",
  "method": "wB97M-V/def2-TZVPD",
  "gap_ev": 10.3,
  "de_lowest_kcal_mol": 63.2,
  "e_lumo_ev": 0.5,
  "mol_weight_g_mol": 258.399,
  "smiles": "CC(C)O.CC(C)O.CCO.CCO.CCO",
  "symbols": ["C", "C", "O", "H", "H", "H", "H", "H", "H", "C", "C", "O", "H", "H", "H", "H", "H", "H", "C", "C", "O", "H", "H", "H", "H", "H", "H", "C", "C", "C", "O", "H", "H", "H", "H", "H", "H", "H", "H", "C", "C", "C", "O", "H", "H", "H", "H", "H", "H", "H", "H"],
  "xyz": [[5.34097, -1.67821, -1.33839], [4.69640, -0.85248, -0.19898], [3.48203, -0.29318, -0.71000], [5.63612, -0.98426, -2.12542], [4.63650, -2.42736, -1.69978], [6.19013, -2.19332, -0.88928], [5.37024, -0.07542, 0.16186], [4.51217, -1.54583, 0.62165], [2.90232, -0.95818, -1.08855], [-3.41794, 0.70517, 5.04611], [-3.59745, 0.87212, 3.52855], [-4.16066, -0.37963, 3.01945], [-3.52135, 1.74245, 5.36466], [-2.38945, 0.35760, 5.14355], [-4.27207, 0.18970, 5.48525], [-2.73022, 1.31154, 3.03569], [-4.30637, 1.67096, 3.31087], [-4.18497, -0.19758, 2.07718], [-2.73993, 0.51679, -1.64619], [-3.68162, -0.07788, -0.65114], [-4.46558, 0.89941, -0.08047], [-1.99032, -0.19014, -2.00175], [-2.13344, 1.34356, -1.27645], [-3.14010, 0.83693, -2.60821], [-3.16814, -0.66560, 0.10979], [-4.45096, -0.66043, -1.15794], [-5.27876, 1.08628, -0.55526], [1.76192, 3.15615, 1.60906], [0.85371, 1.99229, 2.02728], [-0.15061, 1.57768, 0.91768], [1.70372, 0.92791, 2.32560], [2.36551, 3.70446, 2.33234], [1.15505, 3.91020, 1.10785], [2.34533, 2.76980, 0.77332], [0.35271, 2.15747, 2.98112], [-1.04803, 2.18656, 1.02722], [-0.41935, 0.52814, 1.03747], [0.19451, 1.64265, -0.11420], [2.11118, 0.68141, 1.49205], [0.97202, -0.57115, -3.05403], [0.55586, -1.94403, -2.69052], [0.78276, -2.98946, -3.81658], [1.29127, -2.45659, -1.58442], [0.62753, 0.20866, -2.37482], [0.50393, -0.36387, -4.01634], [2.04471, -0.38024, -3.08549], [-0.49734, -1.96435, -2.41044], [0.19078, -2.85988, -4.72260], [0.48170, -3.95474, -3.40950], [1.85526, -3.08639, -3.98527], [0.82851, -3.22565, -1.24382]],
  "atomic_forces_ev_per_a": [[0.09, 0.69, 1.18], [-0.50, -1.37, -1.45], [0.31, 1.16, 0.79], [0.12, -0.32, -0.14], [-0.01, 0.08, -0.09], [0.28, -0.07, -0.42], [-0.34, 0.23, -0.20], [-0.24, 0.13, 0.30], [0.08, -0.57, 0.18], [0.08, 1.54, -1.81], [-1.80, -0.42, 0.65], [1.34, 1.37, -0.19], [0.50, 0.02, 0.69], [-0.42, -0.45, 0.99], [0.57, -0.53, -0.04], [0.70, -1.03, -0.16], [-0.64, -0.04, 0.22], [-0.39, -0.38, -0.43], [1.68, -0.07, -1.19], [-0.94, -0.50, -1.65], [-0.62, 2.04, 2.28], [0.11, -0.49, 0.32], [-0.30, 0.10, 0.41], [-0.78, 0.22, 0.27], [-0.05, 0.09, 0.08], [0.75, -1.19, -0.29], [0.23, -0.26, -0.15], [-1.29, 0.58, -1.19], [0.48, 0.28, -0.33], [-0.15, 0.27, 0.71], [0.51, -1.25, 0.32], [0.00, -0.68, 0.27], [-0.23, 0.33, 0.09], [0.54, -0.02, 0.19], [-0.37, 0.36, -0.20], [-0.14, -0.02, -0.24], [-0.12, 0.00, 0.35], [0.45, 0.40, 0.07], [0.39, -0.33, -0.15], [0.01, 1.21, -0.07], [-0.09, -1.96, -0.50], [-0.28, 0.04, 0.69], [0.47, 0.69, 0.64], [-0.34, -0.20, 0.28], [0.28, 0.22, -0.15], [0.14, -0.52, -0.39], [-0.25, 0.22, -0.13], [0.25, 0.35, -0.08], [-0.11, -0.14, 0.02], [-0.04, 0.25, -0.40], [0.06, -0.03, 0.06]]
}